--- w ---
Entry from the OMol25 dataset: an isolated molecule of C3H3NO3 (ωB97M-V/def2-TZVPD).

Computed properties:
Highest occupied orbital energy = -10.793 eV
SMILES = [H]/N=C(/C=O)OC=O

The geometry in XYZ format:
```
10
C3H3NO3 | the OMol25 dataset | ωB97M-V/def2-TZVPD
N -1.095 1.372 -1.076
C -0.435 0.514 -0.456
O 0.910 0.509 -0.482
C 1.440 -0.457 0.313
O 2.156 -0.454 1.250
C -1.031 -0.501 0.449
O -0.511 -0.981 1.446
H -0.476 2.008 -1.591
H 1.150 -1.416 -0.283
H -2.109 -0.592 0.429
```



--- x ---
Entry from the OMol25 dataset: an isolated molecule of C3H3NO3 (ωB97M-V/def2-TZVPD).

Computed properties:
Highest occupied orbital energy = -9.887 eV
SMILES = O=C1CO[C@@H]2ON12

The geometry in XYZ format:
```
10
C3H3NO3 | the OMol25 dataset | ωB97M-V/def2-TZVPD
C -0.392 0.248 -1.103
C 0.471 -0.847 -0.391
C 0.067 0.571 1.277
N -0.929 1.095 -0.170
O -0.480 0.353 -2.292
O 0.975 -0.229 0.779
O -1.230 0.359 1.069
H -0.209 -1.674 -0.152
H 1.310 -1.197 -0.991
H 0.416 1.322 1.974
```



--- y ---
Entry from the OMol25 dataset: C3H3NO3 as an isolated structure (ωB97M-V/def2-TZVPD).

Computed properties:
Highest occupied orbital energy = -10.153 eV

The geometry in XYZ format:
```
10
C3H3NO3 | the OMol25 dataset | ωB97M-V/def2-TZVPD
C -0.764 -1.316 -0.039
C 0.773 -0.492 -0.018
C 0.514 1.051 -0.033
N -0.739 1.194 -0.071
O -0.931 -2.462 -0.022
O -1.601 -0.286 0.026
O -1.400 2.149 -0.079
H 1.369 -0.644 0.838
H 1.518 -0.939 -0.854
H 1.262 1.744 0.252
```



Quick one: most stable of them? w



--- w ---
Entry from the OMol25 dataset: an isolated molecule of C3H3NO3 (ωB97M-V/def2-TZVPD).

Computed properties:
Highest occupied orbital energy = -9.203 eV
SMILES = Oc1cc(O)on1

The geometry in XYZ format:
```
10
C3H3NO3 | the OMol25 dataset | ωB97M-V/def2-TZVPD
C 0.357 -0.263 1.025
C 0.052 0.742 0.058
C -0.389 0.010 -1.016
H 0.194 -1.164 2.759
H -0.231 1.860 0.098
H -0.035 1.350 -2.796
N 0.098 -1.445 0.542
O 0.763 -0.250 2.374
O -0.334 0.368 -2.323
O -0.476 -1.209 -0.721
```



--- x ---
Entry from the OMol25 dataset: an isolated molecule of C3H3NO3 (ωB97M-V/def2-TZVPD).

Computed properties:
Highest occupied orbital energy (alpha / beta) = -9.630 / -9.631 eV

The geometry in XYZ format:
```
10
C3H3NO3 | the OMol25 dataset | ωB97M-V/def2-TZVPD
N -1.262 1.439 -0.944
C -0.461 0.416 -0.822
O 0.629 0.060 -1.323
C 1.343 -0.834 0.836
O 1.994 -0.250 1.622
C -0.939 -0.316 0.367
O -0.123 -0.912 1.133
H -0.788 2.133 -1.530
H 1.578 -1.419 -0.044
H -1.972 -0.317 0.705
```



Quick one: most stable of them? x



--- w ---
Entry from the OMol25 dataset: an isolated molecule of C3H3NO3 (ωB97M-V/def2-TZVPD).

Computed properties:
Highest occupied orbital energy = -11.375 eV
SMILES = [H]/N=C1/COC(=O)O1

The geometry in XYZ format:
```
10
C3H3NO3 | the OMol25 dataset | ωB97M-V/def2-TZVPD
N -1.073 1.277 -1.220
C -0.362 0.558 -0.483
O 0.971 0.737 -0.138
C 1.277 -0.202 0.835
O 2.377 -0.539 1.125
C -0.709 -0.743 0.173
O 0.128 -0.709 1.334
H -0.566 2.084 -1.582
H -0.292 -1.538 -0.455
H -1.752 -0.925 0.410
```



--- x ---
Entry from the OMol25 dataset: an isolated molecule of C3H3NO3 (ωB97M-V/def2-TZVPD).

Computed properties:
Highest occupied orbital energy = -9.283 eV
SMILES = O=c1occn1O

The geometry in XYZ format:
```
10
C3H3NO3 | the OMol25 dataset | ωB97M-V/def2-TZVPD
C 0.706 -0.283 -0.843
C -0.540 -0.218 -1.432
C -0.931 0.350 0.729
H 1.078 0.535 2.094
H 1.684 -0.977 -1.107
H -1.122 -0.609 -2.332
N 0.341 -0.268 0.514
O 1.558 0.467 1.108
O -1.470 0.229 -0.516
O -1.304 0.774 1.785
```



Quick one: most stable of them? w



--- w ---
Entry from the OMol25 dataset: a 2-piece molecular cluster, C6H15NO overall (ωB97M-V/def2-TZVPD).

Computed properties:
Highest occupied orbital energy = -7.949 eV
SMILES = CCCC/C=C/N.O

The geometry in XYZ format:
```
23
C6H15NO | the OMol25 dataset | ωB97M-V/def2-TZVPD
C -1.221 0.513 -2.571
C -1.682 -0.570 -1.620
C -1.109 -0.354 -0.195
C 0.434 -0.608 -0.191
N 3.330 1.601 0.950
C 2.488 0.493 0.690
C 1.245 0.618 0.239
H -1.299 0.244 -3.630
H -1.843 1.419 -2.522
H -0.220 0.894 -2.377
H -2.771 -0.673 -1.559
H -1.352 -1.555 -1.962
H -1.593 -1.093 0.443
H -1.288 0.687 0.091
H 0.567 -1.301 0.594
H 0.756 -0.853 -1.188
H 2.805 2.429 1.191
H 4.008 1.443 1.686
H 2.995 -0.452 0.839
H 0.763 1.577 0.125
H -1.099 -1.418 4.193
H -2.406 -1.345 3.413
O -1.506 -1.696 3.361
```



--- x ---
Entry from the OMol25 dataset: a 2-piece molecular cluster, C6H15NO overall (ωB97M-V/def2-TZVPD).

Computed properties:
Highest occupied orbital energy = -6.932 eV

The geometry in XYZ format:
```
23
C6H15NO | the OMol25 dataset | ωB97M-V/def2-TZVPD
C -2.129 0.480 1.480
O 2.651 -0.336 1.791
C -1.443 0.298 0.263
C -0.088 -0.470 0.517
C 0.988 -0.278 -0.536
C 1.615 1.083 -0.316
C 0.602 -0.615 -1.969
N -2.272 -0.537 -0.719
H -2.898 -0.222 1.783
H -1.878 1.177 2.275
H 3.248 -0.384 2.544
H -1.128 1.222 -0.230
H -0.376 -1.514 0.637
H 0.384 -0.139 1.446
H 1.757 -0.967 -0.145
H 2.286 1.337 -1.142
H 2.221 1.001 0.598
H 0.903 1.915 -0.226
H -0.100 -1.447 -1.916
H 0.042 0.199 -2.450
H 1.455 -0.765 -2.599
H -2.812 -1.134 -0.080
H -3.026 0.094 -1.008
```



--- y ---
Entry from the OMol25 dataset: a 2-piece molecular cluster, C6H15NO overall (ωB97M-V/def2-TZVPD).

Computed properties:
Highest occupied orbital energy = -8.813 eV
SMILES = C=CCCCNC.O

The geometry in XYZ format:
```
23
C6H15NO | the OMol25 dataset | ωB97M-V/def2-TZVPD
C 0.380 1.333 -0.257
C 0.899 0.651 0.915
C -0.277 -0.008 1.646
C -0.128 -1.104 2.366
C 0.710 0.824 -1.642
N 0.551 -0.558 -2.061
C 0.744 -1.527 -0.974
H -0.809 1.337 -0.243
H 0.588 2.371 -0.258
H 1.385 1.295 1.729
H 1.843 0.029 0.801
H -1.043 0.685 1.572
H -1.103 -1.587 2.836
H 0.740 -1.770 2.503
H 1.766 1.115 -1.905
H 0.243 1.504 -2.429
H -0.425 -0.796 -2.290
H -0.173 -1.628 -0.390
H 0.898 -2.554 -1.330
H 1.546 -1.236 -0.315
H -1.948 0.450 -0.206
H -3.500 0.422 0.271
O -2.886 0.754 -0.336
```



Quick one: most stable of them? w



--- w ---
Entry from the OMol25 dataset: an isolated molecule of C6H15NO (ωB97M-V/def2-TZVPD).

Computed properties:
Highest occupied orbital energy = -9.294 eV
SMILES = CCCC[C@H](N)CO

The geometry in XYZ format:
```
23
C6H15NO | the OMol25 dataset | ωB97M-V/def2-TZVPD
C -0.911 1.245 0.072
O -1.485 2.510 -0.317
C 0.033 0.804 -1.063
C 0.948 -0.248 -0.465
C 0.373 -1.672 -0.245
C 0.663 -2.098 1.224
C -0.663 -2.461 1.978
N 0.985 1.847 -1.483
H -1.852 0.634 0.068
H -0.419 1.376 1.063
H -0.796 3.179 -0.415
H -0.561 0.481 -1.985
H 1.678 -0.009 0.287
H 1.696 -0.412 -1.252
H -0.676 -1.647 -0.527
H 0.962 -2.422 -0.854
H 1.387 -2.898 1.335
H 1.034 -1.164 1.794
H -0.549 -3.170 2.764
H -1.384 -2.700 1.205
H -0.959 -1.660 2.710
H 1.928 1.594 -1.199
H 0.914 2.822 -1.228
```



--- x ---
Entry from the OMol25 dataset: a 2-piece molecular cluster, C6H15NO overall (ωB97M-V/def2-TZVPD).

Computed properties:
Highest occupied orbital energy = -9.775 eV
SMILES = CC(N)=O.CC(C)C

The geometry in XYZ format:
```
23
C6H15NO | the OMol25 dataset | ωB97M-V/def2-TZVPD
C -1.313 -0.204 -0.236
C -2.103 0.469 -1.372
C -2.040 -0.097 1.118
C -0.897 -1.613 -0.659
H -0.384 0.330 -0.103
H -2.543 -0.243 -2.059
H -1.397 1.030 -1.994
H -3.114 0.026 0.991
H -1.879 -0.964 1.761
H -1.684 0.807 1.623
H -0.229 -1.580 -1.515
H -0.406 -2.131 0.163
H -1.763 -2.245 -0.901
H -2.843 1.184 -1.012
C 3.309 0.480 -0.317
C 2.076 0.940 0.414
O 1.363 1.778 -0.133
N 1.759 0.471 1.643
H 3.527 -0.590 -0.214
H 4.153 1.022 0.109
H 0.822 0.654 1.951
H 2.338 -0.196 2.117
H 3.250 0.675 -1.376
```



--- y ---
Entry from the OMol25 dataset: a 2-piece molecular cluster, C6H15NO overall (ωB97M-V/def2-TZVPD).

Computed properties:
Highest occupied orbital energy = -9.390 eV
SMILES = CC(=O)[C@@H](C)N.CC

The geometry in XYZ format:
```
23
C6H15NO | the OMol25 dataset | ωB97M-V/def2-TZVPD
C 1.395 0.506 -0.007
C -0.649 2.185 0.109
C 1.806 -0.872 -0.516
C -0.107 0.912 -0.493
N 2.281 1.547 -0.533
O -0.540 0.474 -1.558
H 1.430 0.530 1.087
H 2.233 1.539 -1.553
H 3.248 1.335 -0.292
H -0.066 2.499 0.977
H -0.626 2.978 -0.641
H -1.671 2.005 0.449
H 1.478 -1.041 -1.546
H 2.894 -1.004 -0.485
H 1.371 -1.659 0.111
C -1.871 -2.089 0.148
C -1.767 -0.897 1.072
H -1.872 -1.759 -0.895
H -2.791 -2.650 0.334
H -1.023 -2.764 0.291
H -1.867 -1.192 2.120
H -2.570 -0.182 0.870
H -0.716 -0.399 0.951
```



Quick one: most stable of them? x



--- w ---
Entry from the OMol25 dataset: a 2-piece molecular cluster, C6H15NO overall (ωB97M-V/def2-TZVPD).

Computed properties:
Highest occupied orbital energy = -8.717 eV
SMILES = C=C(C)C[C@H](C)N.O

The geometry in XYZ format:
```
23
C6H15NO | the OMol25 dataset | ωB97M-V/def2-TZVPD
C 1.036 2.801 1.250
C 0.753 1.827 0.016
C 0.711 0.367 0.536
C 0.760 -0.643 -0.550
C 1.593 -0.533 -1.591
C -0.296 -1.730 -0.562
N -0.428 2.157 -0.740
H 0.829 2.275 2.166
H 2.136 2.944 1.243
H 0.531 3.749 1.101
H 1.640 2.089 -0.579
H 1.381 0.187 1.363
H -0.266 0.389 1.066
H 1.965 0.471 -1.807
H 1.881 -1.303 -2.251
H -1.283 -1.297 -0.638
H -0.346 -2.355 0.334
H -0.185 -2.411 -1.400
H -0.632 1.507 -1.485
H -1.263 2.484 -0.291
H -3.500 -3.613 1.249
H -3.792 -4.833 0.423
O -3.227 -4.530 1.146
```



--- x ---
Entry from the OMol25 dataset: a 2-piece molecular cluster, C6H15NO overall (ωB97M-V/def2-TZVPD).

Computed properties:
Highest occupied orbital energy = -9.061 eV
SMILES = C/C=C/CCCN.O

The geometry in XYZ format:
```
23
C6H15NO | the OMol25 dataset | ωB97M-V/def2-TZVPD
C 1.763 0.586 -0.243
C 1.067 1.514 0.821
C -0.432 1.782 0.520
C -2.400 -1.691 0.705
C -1.637 -0.467 1.103
C -1.302 0.572 0.361
N 1.307 -0.826 -0.431
H 1.493 1.090 -1.163
H 2.828 0.515 -0.050
H 1.207 1.043 1.796
H 1.578 2.470 0.931
H -0.816 2.317 1.389
H -0.422 2.475 -0.316
H -2.997 -1.354 -0.158
H -1.716 -2.544 0.477
H -2.946 -2.215 1.513
H -1.118 -0.620 2.046
H -1.657 0.579 -0.696
H 0.429 -0.694 -0.908
H 1.122 -1.195 0.514
H 2.181 -1.446 -2.361
H 0.884 -0.651 -2.769
O 1.583 -1.240 -3.081
```



--- y ---
Entry from the OMol25 dataset: an isolated molecule of C6H15NO (ωB97M-V/def2-TZVPD).

Computed properties:
Highest occupied orbital energy = -8.780 eV
SMILES = CCN[C@@H](C)[C@@H](C)O

The geometry in XYZ format:
```
23
C6H15NO | the OMol25 dataset | ωB97M-V/def2-TZVPD
C -1.363 -1.669 0.195
N 0.016 -1.160 0.149
C -0.068 0.287 -0.322
C 1.394 0.810 -0.399
C 1.728 1.385 -1.769
O 1.955 1.693 0.542
C -0.821 1.419 0.432
C -1.515 -2.550 1.398
H -2.017 -0.782 0.071
H -1.384 -2.322 -0.707
H 0.504 -1.221 1.001
H -0.440 0.155 -1.507
H 2.038 -0.067 -0.140
H 0.850 2.053 -2.148
H 1.812 0.645 -2.618
H 2.694 1.998 -1.700
H 2.124 2.580 0.195
H -1.736 0.920 0.889
H -1.094 2.129 -0.276
H -0.147 1.862 1.199
H -0.554 -3.084 1.749
H -1.737 -1.890 2.287
H -2.242 -3.190 1.478
```



Quick one: most stable of them? w



--- w ---
Entry from the OMol25 dataset: a 2-piece molecular cluster, C6H15NO overall (ωB97M-V/def2-TZVPD).

Computed properties:
Highest occupied orbital energy = -9.634 eV
SMILES = CCC(N)=O.CCC

The geometry in XYZ format:
```
23
C6H15NO | the OMol25 dataset | ωB97M-V/def2-TZVPD
C -0.923 -0.886 1.223
C -2.345 -1.437 1.193
C -0.431 -0.558 2.631
H -0.195 -1.560 0.774
H -0.876 0.021 0.608
H -3.061 -0.622 1.204
H -0.514 -1.433 3.264
H -2.549 -2.009 2.112
H -2.562 -2.147 0.393
H 0.536 -0.068 2.598
H -1.173 0.069 3.134
C 0.930 1.588 -1.198
C -0.075 1.431 -2.315
C 2.219 0.839 -1.599
O 2.870 1.061 -2.596
N 2.466 -0.271 -0.838
H 1.185 2.603 -0.897
H 0.655 0.957 -0.357
H 0.046 0.488 -2.846
H 3.038 -0.974 -1.301
H 1.865 -0.626 -0.116
H 0.009 2.195 -3.087
H -1.115 1.340 -1.984
```



--- x ---
Entry from the OMol25 dataset: a 2-piece molecular cluster, C6H15NO overall (ωB97M-V/def2-TZVPD).

Computed properties:
Highest occupied orbital energy = -7.430 eV
SMILES = CC/C=C/NCC.O

The geometry in XYZ format:
```
23
C6H15NO | the OMol25 dataset | ωB97M-V/def2-TZVPD
C 2.392 2.017 -2.163
C 2.880 1.516 -0.763
C 2.116 0.345 -0.215
C 0.980 0.499 0.510
N -0.037 -0.446 0.453
C -1.406 0.091 0.657
C -1.633 0.275 2.179
H 2.963 2.829 -2.608
H 1.372 2.373 -1.951
H 2.572 1.211 -2.854
H 3.917 1.167 -0.909
H 3.009 2.266 0.021
H 2.412 -0.650 -0.509
H 0.656 1.438 0.940
H 0.094 -1.135 -0.264
H -2.122 -0.540 0.123
H -1.423 1.067 0.182
H -0.707 0.759 2.513
H -2.499 0.898 2.385
H -1.740 -0.713 2.628
H -5.424 -5.191 -0.097
H -3.860 -4.979 -0.471
O -4.510 -5.098 0.210
```



Quick one: most stable of them? w



--- w ---
Entry from the OMol25 dataset: a 3-piece molecular cluster, C6H15NO overall (ωB97M-V/def2-TZVPD).

Computed properties:
Highest occupied orbital energy = -6.501 eV

The geometry in XYZ format:
```
23
C6H15NO | the OMol25 dataset | ωB97M-V/def2-TZVPD
C -0.652 0.236 -0.820
C -0.241 -0.165 0.480
C 1.525 0.301 -1.026
C -2.214 -0.524 1.123
C 0.189 0.773 1.577
C 2.524 -0.663 -0.435
N -1.112 -0.647 -1.753
O -1.052 1.497 -1.088
H -0.862 2.067 -0.331
H 0.073 -1.195 0.571
H -1.511 -0.239 -2.586
H -1.599 -1.459 -1.408
H 1.410 0.132 -2.098
H 1.808 1.345 -0.875
H -0.411 1.685 1.661
H -2.714 0.433 1.279
H -2.057 -1.039 2.072
H -2.796 -1.163 0.457
H 0.082 0.271 2.540
H 1.217 1.128 1.500
H 2.722 -0.457 0.622
H 2.174 -1.697 -0.521
H 3.499 -0.621 -0.940
```



--- x ---
Entry from the OMol25 dataset: an isolated molecule of C6H15NO (ωB97M-V/def2-TZVPD).

Computed properties:
Highest occupied orbital energy = -7.976 eV
SMILES = CCNCC[C@H](C)O

The geometry in XYZ format:
```
23
C6H15NO | the OMol25 dataset | ωB97M-V/def2-TZVPD
C -0.086 0.157 1.093
C -1.552 0.521 0.828
C -1.892 2.049 0.852
O -2.294 0.000 1.911
C 1.002 0.726 0.149
N 1.886 -0.416 -0.248
C 1.879 -0.910 -1.629
C 0.656 -1.852 -1.791
H 0.285 0.453 2.049
H -0.147 -0.930 1.136
H -1.710 0.222 -0.201
H -1.093 2.734 0.414
H -2.123 2.466 1.946
H -2.861 2.185 0.298
H -1.984 -0.961 2.167
H 1.608 1.496 0.724
H 0.512 1.234 -0.697
H 2.056 -1.166 0.491
H 1.765 -0.060 -2.337
H 2.813 -1.546 -1.691
H 0.528 -2.442 -0.872
H -0.290 -1.349 -2.108
H 1.042 -2.610 -2.485
```



--- y ---
Entry from the OMol25 dataset: C6H15NO as an isolated structure (ωB97M-V/def2-TZVPD).

Computed properties:
Highest occupied orbital energy = -7.136 eV

The geometry in XYZ format:
```
23
C6H15NO | the OMol25 dataset | ωB97M-V/def2-TZVPD
C 1.512 -1.892 -1.441
O 1.921 -0.630 -1.944
C 0.020 -2.106 -1.710
C -0.800 -0.935 -1.254
C -1.324 -0.052 0.358
C -0.329 1.100 0.558
N -0.686 1.762 1.829
C 0.473 2.354 2.476
H 2.145 -2.699 -1.835
H 1.540 -1.857 -0.322
H 1.047 -0.181 -1.870
H -0.313 -3.022 -1.179
H -0.087 -2.294 -2.782
H -1.503 -0.539 -1.957
H -0.877 -1.097 -0.053
H -1.571 -0.477 1.339
H -2.283 0.054 -0.125
H 0.673 0.671 0.535
H -0.421 1.828 -0.247
H -1.409 2.450 1.685
H 1.263 1.602 2.533
H 0.834 3.238 1.932
H 0.176 2.722 3.476
```



--- z ---
Entry from the OMol25 dataset: a 2-piece molecular cluster, C6H15NO overall (ωB97M-V/def2-TZVPD).

Computed properties:
Highest occupied orbital energy = -10.046 eV
SMILES = CCC(N)=O.CCC

The geometry in XYZ format:
```
23
C6H15NO | the OMol25 dataset | ωB97M-V/def2-TZVPD
C -0.275 0.206 3.080
C -1.251 -0.992 2.918
C 0.172 0.687 1.731
O 0.376 -0.017 0.763
N 0.711 1.964 1.716
H -0.653 0.997 3.681
H 0.552 -0.225 3.609
H -1.295 -1.304 1.884
H 1.119 2.144 0.811
H 0.304 2.675 2.294
H -2.257 -0.713 3.256
H -1.061 -1.851 3.560
C 0.652 -0.750 -2.568
C 1.203 0.517 -3.214
C -0.855 -0.836 -2.307
H 0.935 -1.583 -3.176
H 1.133 -0.914 -1.604
H 0.650 0.722 -4.129
H 2.278 0.379 -3.340
H -1.110 -0.020 -1.622
H -1.567 -0.740 -3.106
H 1.147 1.385 -2.549
H -0.905 -1.727 -1.685
```



Quick one: most stable of them? z